# 1
A single C2H3N3O molecule, computed with wB97M-V/def2-TZVPD.

## Properties
SMILES: Oc1nc[nH]n1
frontier orbital gap: 0.388 hartree
net charge: 0
electronic energy: -8640.071 eV
F_max: 0.006 hartree/bohr
ΔE to the lowest compared entry with this formula, charge and spin: 9.8 kcal/mol
LUMO level: 0.87 eV

CARTESIAN COORDINATES (ANGSTROEM)
O: 2.22385 0.15940 0.10854
C: 0.88036 0.06515 0.09837
N: 0.20228 -0.99564 -0.41634
C: -1.05228 -0.65087 -0.20826
N: -1.10450 0.53851 0.41025
N: 0.13990 1.02677 0.60731
H: 2.54668 -0.02225 -0.78476
H: -1.93328 -1.22031 -0.47697
H: -1.90301 1.09923 0.66187

***

# 2
A molecular structure, C46H123ClN11O17Ti2 at a distorted geometry, computed with wB97M-V/def2-TZVPD.

## Properties
⟨S²⟩: 12.0044
frontier orbital gap (spin up / spin down): 0.106 / 0.212 hartree
spin multiplicity: 7
net charge: -1
electronic energy: -159637.020 eV
F_max: 0.102 hartree/bohr
LUMO level (spin up / spin down): 1.63 / 1.63 eV

CARTESIAN COORDINATES (ANGSTROEM)
Ti: -0.09724 2.48900 -1.53057
Ti: -3.59054 0.93948 -2.47462
Cl: -2.53237 3.25318 -3.41677
O: 1.79167 2.65936 -3.10729
C: 1.85865 3.57584 -4.07265
O: 1.27551 4.65811 -4.05811
O: 2.59586 3.31365 -5.00632
H: 2.31896 1.97351 -3.52342
O: -0.90731 -1.55987 -0.40900
C: -0.78565 -0.22303 -0.67600
O: -1.74768 0.31886 -1.27286
O: 0.27077 0.40913 -0.45191
H: -0.06190 -1.50807 0.04287
C: -0.14749 0.89222 4.46369
C: -0.18467 2.24274 3.72343
C: -0.28174 3.46835 4.62272
O: -1.54366 3.53486 5.28854
C: -1.54496 4.48071 6.38606
N: 0.97479 2.41806 2.82129
H: -1.13476 0.90309 4.92550
H: 0.61806 0.84887 5.23838
H: -0.08221 0.06332 3.75887
H: -1.05039 2.30447 3.06402
H: -0.14829 4.39658 4.06714
H: 0.57539 3.34561 5.28481
H: -0.50349 4.73135 6.58763
H: -1.97434 4.01489 7.27304
H: -2.19285 5.29883 6.07138
H: 1.28622 1.53947 2.43246
H: 1.72744 2.77685 3.39129
C: -7.97413 0.06940 -5.31244
C: -6.45586 -0.23786 -5.24689
C: -5.83818 -0.12475 -6.64325
O: -4.39677 -0.00549 -6.71257
C: -3.87383 0.47155 -8.02052
N: -5.85092 0.83201 -4.47816
H: -8.47562 0.00109 -4.34707
H: -8.50486 -0.74703 -5.80221
H: -8.19209 1.08081 -5.65543
H: -6.25473 -1.20614 -4.78854
H: -6.26968 0.72147 -7.17786
H: -6.07653 -1.05772 -7.15399
H: -3.70899 -0.31415 -8.75782
H: -2.85091 0.80708 -7.84985
H: -4.32676 1.43003 -8.27405
H: -6.18766 1.74912 -4.73428
H: -4.92270 0.79266 -4.87433
C: 0.16276 -4.27393 2.74188
C: -1.32203 -3.77117 2.62613
C: -1.67126 -2.37380 3.12339
O: -3.04453 -2.16444 2.79943
C: -3.70079 -1.16082 3.57787
N: -1.78802 -4.28412 1.37354
H: 0.20957 -5.32312 2.45017
H: 0.48856 -4.25133 3.78181
H: 0.86136 -3.62350 2.21557
H: -1.94686 -4.32144 3.32960
H: -1.10986 -1.68004 2.49759
H: -1.35611 -2.29759 4.16405
H: -4.75434 -1.24763 3.31214
H: -3.49074 -0.15886 3.20364
H: -3.44339 -1.36237 4.61769
H: -1.61968 -3.56621 0.68333
H: -2.79583 -4.27307 1.43908
C: -2.43783 -2.73033 -4.34788
C: -1.67776 -1.34633 -4.24388
C: -0.70926 -1.24752 -5.46626
O: 0.28735 -2.22386 -5.75225
C: 1.23396 -2.26139 -4.70113
N: -2.71260 -0.28870 -4.28477
H: -3.19886 -2.70979 -3.56781
H: -1.79993 -3.59328 -4.15683
H: -3.07873 -2.82120 -5.22486
H: -1.02505 -1.26927 -3.37433
H: -0.08342 -0.35562 -5.49665
H: -1.24362 -1.25426 -6.41627
H: 2.23210 -1.88451 -4.92421
H: 1.36692 -3.34097 -4.63107
H: 0.94673 -1.95218 -3.69614
H: -3.15062 -0.31933 -5.19433
H: -2.13374 0.50432 -4.52172
C: 1.46114 -5.85689 -2.50122
C: 1.09808 -5.32938 -1.06624
C: 1.31368 -3.86308 -0.98544
O: 2.76325 -3.73702 -0.84314
C: 3.16178 -2.57370 -0.14272
N: -0.32518 -5.75116 -0.78968
H: 2.51897 -5.72591 -2.72912
H: 0.97377 -5.19240 -3.21469
H: 1.22747 -6.90499 -2.68825
H: 1.72278 -5.84310 -0.33552
H: 0.72483 -3.42257 -0.18089
H: 0.93932 -3.46888 -1.93020
H: 4.24459 -2.55866 -0.01863
H: 2.84172 -2.64074 0.89707
H: 2.95691 -1.65557 -0.69333
H: -1.00938 -5.28918 -1.37152
H: -0.51580 -5.32654 0.10668
C: -6.71282 -1.36735 -0.17845
C: -5.24561 -1.64201 -0.12142
C: -4.63196 -2.64655 -1.04202
O: -5.08753 -3.90446 -0.63879
C: -4.85682 -5.01994 -1.49035
N: -4.63388 -0.36303 -0.17023
H: -7.07663 -0.97408 -1.12770
H: -6.96085 -0.72462 0.66622
H: -7.22146 -2.32958 -0.11928
H: -4.94838 -2.03078 0.85255
H: -3.54204 -2.63616 -1.03400
H: -4.91291 -2.35367 -2.05365
H: -5.25973 -5.92942 -1.04470
H: -3.81047 -5.29295 -1.62712
H: -5.29140 -4.87274 -2.47908
H: -3.63825 -0.50367 -0.07508
H: -4.86638 0.24124 0.60494
C: 1.42130 5.84210 1.47764
C: 1.42447 4.83567 0.26214
C: 2.83931 4.18652 -0.03417
O: 3.87699 5.17095 -0.37182
C: 5.03219 4.62757 -0.94080
N: 0.45834 3.86039 0.51221
H: 2.06095 6.61996 1.06064
H: 1.76519 5.43483 2.42842
H: 0.47176 6.34912 1.64914
H: 1.06438 5.31927 -0.64591
H: 2.71587 3.51501 -0.88384
H: 3.11652 3.47723 0.74568
H: 4.79831 4.28391 -1.94842
H: 5.39620 3.75036 -0.40592
H: 5.88149 5.30818 -1.00050
H: -0.30271 4.50839 0.65714
H: 0.55996 3.40181 1.40635
C: 4.65348 3.36172 2.94599
C: 4.47955 1.85196 2.93891
C: 5.75509 0.92279 2.96832
O: 6.26905 0.61354 1.62067
C: 7.45132 -0.14165 1.63118
N: 3.63393 1.63463 4.10615
H: 5.29842 3.62694 3.78372
H: 3.65380 3.79581 2.96368
H: 5.00509 3.69904 1.97096
H: 3.99138 1.66468 1.98250
H: 5.53912 0.03007 3.55528
H: 6.60567 1.27601 3.55129
H: 7.35002 -1.05063 2.22412
H: 8.31076 0.48208 1.87699
H: 7.55440 -0.66845 0.68252
H: 3.77617 0.63897 4.19856
H: 4.00832 1.94949 4.98977
C: 5.93070 -1.63933 7.88336
C: 5.34421 -0.96164 6.56091
C: 4.01363 -1.60243 6.12100
O: 3.59774 -1.17295 4.83129
C: 2.23491 -1.48491 4.40301
N: 5.34586 0.46288 6.83685
H: 6.84072 -1.12619 8.19424
H: 6.32389 -2.63110 7.65999
H: 5.15892 -1.75121 8.64491
H: 6.09712 -1.00765 5.77407
H: 3.27099 -1.41365 6.89621
H: 4.07197 -2.68804 6.04267
H: 1.38287 -1.32236 5.06310
H: 2.26528 -2.54939 4.17052
H: 2.02622 -1.10073 3.40454
H: 4.48901 0.68403 7.32368
H: 5.95921 0.52633 7.63678
C: 8.19729 -0.89925 -2.76585
C: 6.69506 -0.86142 -2.67919
C: 6.15358 0.20163 -3.67645
O: 4.74553 0.51779 -3.50329
C: 4.50936 1.33903 -2.37609
N: 6.16740 -2.15383 -3.03867
H: 8.61803 -1.06163 -3.75818
H: 8.56234 -1.64138 -2.05586
H: 8.48795 0.13848 -2.60233
H: 6.46649 -0.55629 -1.65803
H: 6.15069 -0.24604 -4.67027
H: 6.66695 1.16181 -3.72746
H: 3.48585 1.16119 -2.04609
H: 4.61445 2.37953 -2.68335
H: 5.11439 1.18006 -1.48347
H: 5.35355 -1.86602 -3.56298
H: 6.67092 -2.41983 -3.87283
C: -7.45115 3.39161 -0.45358
C: -5.99637 3.02817 -0.65368
C: -5.10698 2.87726 0.63383
O: -5.78058 2.21423 1.66334
C: -5.12141 2.02185 2.87533
N: -6.02944 1.84724 -1.54466
H: -8.14728 3.43373 -1.29127
H: -7.44211 4.37404 0.01848
H: -7.91229 2.86788 0.38377
H: -5.63621 3.81658 -1.31458
H: -4.89332 3.89686 0.95457
H: -4.16303 2.35874 0.46586
H: -5.69071 1.34123 3.50840
H: -5.20458 2.95603 3.43075
H: -4.06339 1.79045 2.75228
H: -7.03327 1.87534 -1.65246
H: -5.77440 1.03128 -1.00682